No. 1
The following is a DFT calculation (ωB97M-V/def2-TZVPD) of a cluster of 10 separate species, C23H69N13O10 in total at a distorted geometry.

```
115
Properties=species:S:1:pos:R:3
O 4.203 -0.404 0.833
O 1.563 -3.163 1.113
O -3.960 -1.386 -0.208
O -2.134 0.933 5.362
O -0.594 -2.446 -4.734
O 1.646 4.717 0.243
O 4.251 0.998 -3.925
O 1.005 -0.009 0.132
O -0.789 2.465 -3.048
O -4.262 1.403 -1.355
N 1.110 -0.820 -6.311
N 2.802 0.869 2.097
N 5.312 0.471 -2.004
N 0.664 1.376 -4.293
N -0.880 -1.403 0.075
N 3.202 -0.255 -2.283
N -4.779 3.055 0.130
N -2.984 3.242 -1.231
N 0.721 0.409 5.050
N -1.483 0.636 -4.211
N -0.944 0.719 -0.736
N -1.886 5.135 1.399
N 3.668 -0.959 2.937
C -0.388 4.945 1.603
C 0.798 -2.493 -4.519
C 2.152 4.783 -1.075
C -4.520 -1.377 1.115
C -4.122 -2.694 1.772
C 1.545 -2.164 -5.816
C -0.575 1.573 -3.852
C 2.569 -4.159 1.022
C -1.623 -0.368 5.377
C 3.570 -3.640 -0.067
C -0.190 -0.222 -0.094
C -0.299 -0.424 4.555
C 1.876 -5.434 0.539
C 4.273 0.458 -2.840
C -3.904 -0.188 1.840
C -1.315 -2.873 -3.546
C 0.203 -1.907 4.657
C -4.037 2.542 -0.887
C -0.075 3.615 2.377
C 3.020 -2.175 -5.458
C -3.346 0.914 5.984
C 3.550 -0.194 1.791
C 0.238 5.004 0.221
H 3.321 -3.200 -5.240
H -0.363 4.319 -0.441
H -0.463 2.743 1.775
H 1.133 -5.116 -0.208
H 0.527 -2.165 5.648
H -1.109 -3.944 -3.289
H 6.034 1.136 -2.209
H 2.275 -0.006 -2.641
H -1.895 -1.407 -0.037
H -4.305 -3.510 1.084
H -3.830 0.742 1.265
H -1.271 -0.234 -4.690
H 2.570 -6.090 0.010
H 3.666 -1.905 -6.292
H -1.914 0.532 -1.014
H 3.190 4.531 -0.991
H -1.422 -0.612 6.402
H 1.333 -5.997 1.278
H 1.189 0.053 5.842
H 1.921 -2.378 0.727
H -0.595 3.601 3.282
H -0.458 -0.305 3.479
H 4.423 -4.326 -0.259
H 1.414 2.000 -4.018
H 4.163 -1.794 2.888
H 0.305 -0.864 -6.952
H -0.584 -2.162 0.658
H 2.121 0.634 2.809
H 1.827 -0.424 -6.864
H -2.316 2.794 -1.825
H 1.067 -1.720 -3.786
H -4.589 4.032 0.357
H -5.614 -1.278 1.015
H 5.062 0.293 -1.051
H -2.382 -1.136 5.079
H -4.477 0.076 2.748
H 3.907 -2.597 0.177
H -2.375 4.399 1.942
H -4.797 -2.910 2.599
H -2.416 0.674 -3.902
H 0.871 0.749 -5.077
H -5.707 2.670 0.261
H 0.037 6.021 -0.217
H -4.428 -0.779 -0.747
H -2.903 -0.450 2.159
H -2.387 6.002 1.512
H 1.610 4.027 -1.658
H 3.269 -0.443 -1.256
H -3.265 0.453 7.008
H 3.207 -1.461 -4.688
H 3.226 -0.671 3.833
H 2.306 1.192 1.252
H 0.446 1.400 5.039
H -2.667 4.008 -0.621
H 2.967 -3.653 -0.947
H 1.140 -3.537 -4.175
H 1.962 5.744 -1.568
H 3.044 -4.288 2.018
H -2.400 -2.610 -3.583
H 1.036 3.483 2.432
H -4.039 0.298 5.448
H -3.718 1.886 6.213
H 0.999 -2.077 3.956
H 0.030 5.771 2.212
H -0.586 -2.612 4.455
H -0.374 1.299 -1.364
H -0.908 -2.309 -2.725
H 1.262 -2.967 -6.439
H -3.152 -2.731 2.177
```

Results
- HOMO level (eV) = -9.2
- LUMO level (eV) = 0.6
- total energy (eV) = -64820.5818
- SMILES = COC[C@H](C)N.COC[C@H](C)N.COC[C@H](C)N.NC(N)=O.NC(N)=O.NC(N)=O.NC(N)=O.NC(N)=O.CC(C)O.CC(C)O
- max |F| (hartree/bohr) = 0.0993
- orbital gap (eV) = 9.8
- total charge = 0

No. 2
The following is a DFT calculation (ωB97M-V/def2-TZVPD) of a cluster of 5 separate species, C18H44N5O6 in total.

```
73
Properties=species:S:1:pos:R:3
O -0.860 2.103 2.221
O -0.109 1.970 -3.720
O 2.787 2.768 4.591
O 5.722 4.656 2.846
O -4.098 -5.526 -5.168
O -4.523 -2.829 0.417
N 7.572 5.119 4.033
N 1.083 3.170 2.575
N -2.311 -6.845 -5.479
N 2.129 2.090 -3.564
N -4.938 -3.893 -1.518
C -0.094 2.550 3.269
C 8.380 5.249 5.232
C -1.606 -8.064 -5.828
C 3.277 2.280 3.351
C -3.647 -6.616 -5.489
C 2.198 2.224 2.259
C 3.404 2.263 -2.897
C 6.287 4.724 3.936
C -5.585 -4.123 -2.805
C -2.195 0.123 1.708
C -5.148 -2.893 -0.636
C 5.547 4.337 5.194
C -6.191 -1.859 -0.999
C -4.547 -7.753 -5.913
C 0.879 2.130 -3.032
C -3.314 0.261 0.684
C -2.038 1.338 2.614
C 0.760 2.383 -1.541
H 2.265 2.100 5.039
H -7.170 -2.321 -1.125
H -2.394 -0.750 2.329
H -2.887 2.014 2.533
H 1.768 1.235 2.121
H -3.253 -0.547 -0.041
H -1.246 -0.048 1.200
H -1.915 1.033 3.655
H -0.297 2.386 -1.293
H 9.255 4.600 5.176
H -4.323 -8.068 -6.933
H 7.994 5.352 3.148
H -2.311 -8.836 -6.116
H 7.802 4.971 6.106
H 3.754 1.306 3.454
H -4.292 0.184 1.157
H -6.104 -5.082 -2.793
H -6.244 -1.134 -0.193
H 3.947 3.112 -3.312
H -1.024 -8.430 -4.981
H 3.251 2.443 -1.838
H 0.277 1.745 3.909
H -0.576 3.316 3.883
H -4.242 -4.556 -1.217
H 2.623 2.531 1.306
H 1.193 3.352 -1.279
H -3.271 1.209 0.145
H -5.574 -7.406 -5.868
H 8.720 6.277 5.356
H 2.134 1.918 -4.558
H 4.023 1.372 -3.007
H 4.051 2.982 3.039
H 6.010 3.473 5.673
H -4.431 -8.611 -5.251
H -1.766 -6.046 -5.197
H -6.309 -3.339 -3.002
H 0.699 3.525 1.696
H 1.440 3.960 3.116
H -0.927 -7.891 -6.664
H 5.498 5.157 5.911
H -4.847 -4.147 -3.602
H -5.929 -1.347 -1.925
H 1.258 1.597 -0.969
H 4.551 4.074 4.872
```

Results
- HOMO level (eV) = -10.6
- LUMO level (eV) = -2.6
- total energy (eV) = -39109.7878
- max |F| (hartree/bohr) = 0.0089
- orbital gap (eV) = 8.0
- total charge = +1

No. 3
The following is a DFT calculation (ωB97M-V/def2-TZVPD) of a structure of composition C31H40N3O3RuS2Se2Si.

```
83
Properties=species:S:1:pos:R:3
Ru -0.331 -0.156 0.038
Se -1.315 1.958 1.189
Se 0.047 3.613 0.263
S 0.603 -2.123 -0.768
S 5.497 -3.028 -3.006
Si -2.662 -1.029 0.338
O 4.828 -3.210 -4.279
O 6.803 -2.402 -3.072
O 5.416 -4.165 -2.104
N -0.418 1.657 -1.760
N 1.928 0.731 0.080
N 0.205 0.096 2.495
C 0.703 -0.566 3.543
C -2.381 -3.635 -0.983
C 4.480 -1.798 -2.155
C 0.665 -0.045 4.828
C 2.968 -4.886 1.878
C -0.046 2.914 -1.543
C -4.213 -3.429 0.651
C -0.420 1.897 3.951
C -3.102 -0.572 2.127
C -1.873 -3.436 1.491
C 2.854 -0.064 -0.725
C -3.952 -0.135 -0.797
C 0.257 3.806 -2.559
C 1.483 -3.157 0.315
C 2.246 -2.652 1.373
C 4.845 -1.395 -0.872
C 2.509 -0.434 -2.022
C 0.112 1.206 5.034
C -2.776 -2.964 0.342
C 3.330 -1.302 -2.744
C 2.195 -5.387 0.835
C 0.159 3.363 -3.867
C -0.245 2.059 -4.112
C 1.462 -4.529 0.039
C -3.744 1.383 -0.888
C -0.350 1.287 2.717
C 2.995 -3.520 2.145
C -0.523 1.246 -3.036
C -5.362 -0.330 -0.210
C -3.889 -0.727 -2.215
C 4.033 -0.519 -0.162
H 1.836 1.673 -0.283
H 0.068 1.634 6.027
H 1.062 -0.622 5.652
H 2.302 0.823 1.016
H 0.883 -4.904 -0.796
H 0.548 4.823 -2.328
H -1.399 -3.341 -1.345
H -4.197 -4.513 0.821
H -3.308 0.494 2.264
H 0.379 4.034 -4.687
H 5.761 -1.786 -0.441
H 3.611 -3.133 2.947
H -2.317 -3.201 2.462
H 2.177 -6.450 0.635
H -4.495 -0.124 -2.901
H -4.283 -1.743 -2.242
H -2.308 -0.857 2.823
H -5.465 0.161 0.761
H 2.264 -1.590 1.559
H 3.078 -1.625 -3.748
H -0.347 1.680 -5.120
H -3.101 -3.420 -1.771
H -0.877 -2.984 1.466
H -0.880 2.869 4.063
H -2.866 -0.755 -2.608
H -6.088 0.129 -0.891
H -3.881 1.867 0.081
H -4.885 -3.254 -0.188
H 4.304 -0.216 0.849
H 1.139 -1.535 3.341
H -5.641 -1.372 -0.092
H -4.638 -2.970 1.546
H -2.364 -4.724 -0.848
H -2.768 1.653 -1.286
H -4.498 1.805 -1.562
H -4.008 -1.107 2.421
H 3.568 -5.564 2.473
H -1.742 -4.523 1.441
H -0.840 0.220 -3.183
H 1.587 -0.068 -2.458
```

Results
- HOMO level (alpha / beta) (eV) = -9.5 / -9.5
- LUMO level (alpha / beta) (eV) = -4.4 / -5.7
- 2S+1 = 5
- total energy (eV) = -206222.9606
- expectation value of S² = 6.057
- max |F| (hartree/bohr) = 0.0187
- orbital gap (alpha / beta) (eV) = 5.0 / 3.8
- total charge = +1

No. 4
The following is a DFT calculation (ωB97M-V/def2-TZVPD) of the molecule C18H21ClN4O2.

```
46
Properties=species:S:1:pos:R:3
Cl 0.896 5.343 -2.997
O -0.449 0.187 -2.120
O 1.070 0.808 1.981
N -2.650 -2.208 2.572
N -2.236 -0.325 1.460
N 0.449 -1.481 -0.914
N -2.771 -1.224 0.630
C -2.178 -0.947 2.614
C -3.013 -2.354 1.320
C -0.579 -0.886 -1.557
C 2.239 3.277 -1.908
C 1.089 4.049 -1.873
C 0.233 2.771 -0.014
C 0.886 -2.195 1.374
C 0.104 3.803 -0.936
C 0.423 -2.618 -0.021
C -2.976 -0.943 -0.762
C 2.299 -0.403 0.326
C 1.767 -0.889 -1.027
C 1.373 1.950 -0.073
C 2.364 2.233 -1.016
C 1.520 0.806 0.858
C -0.837 2.584 1.007
C 2.275 -1.567 1.322
C -1.919 -1.613 -1.648
H -1.158 1.546 1.074
H 1.694 -0.070 -1.744
H -0.776 4.427 -0.916
H 2.448 -1.656 -1.419
H -1.790 -0.489 3.499
H 0.187 -1.466 1.784
H 0.889 -3.067 2.030
H -0.456 2.858 1.990
H -1.696 3.209 0.778
H 3.017 3.487 -2.625
H -2.239 -1.498 -2.685
H -2.916 0.140 -0.890
H -3.974 -1.291 -1.047
H 3.010 -2.315 1.016
H -1.846 -2.677 -1.428
H 3.272 1.650 -1.040
H -3.452 -3.233 0.895
H -0.576 -3.045 0.047
H 3.336 -0.079 0.190
H 2.544 -1.203 2.314
H 1.101 -3.386 -0.419
```

Results
- HOMO level (eV) = -8.9
- LUMO level (eV) = 0.4
- total energy (eV) = -41585.5703
- SMILES = Cc1cc(Cl)ccc1C(=O)[C@H]1CCCN(C(=O)CCn2cncn2)C1
- max |F| (hartree/bohr) = 0.0159
- orbital gap (eV) = 9.3
- total charge = 0

No. 5
The following is a DFT calculation (ωB97M-V/def2-TZVPD) of a cluster of 2 separate species, C22H20O2 in total at a distorted geometry.

```
44
Properties=species:S:1:pos:R:3
O 4.935 0.020 1.212
O 0.380 -0.416 2.145
C -0.796 0.471 -1.376
C -0.928 3.337 -3.792
C 3.643 2.015 1.824
C -1.508 -0.632 -0.908
C -0.447 2.399 -2.888
C 2.454 2.506 2.373
C -1.305 1.416 -2.319
C -2.281 3.332 -4.166
C 6.016 0.861 0.758
C -1.233 -3.486 1.510
C -3.147 2.370 -3.625
C -1.080 -1.432 0.142
C 1.406 1.672 2.694
C -3.209 -2.732 0.298
C -1.841 -2.530 0.651
C 1.435 0.271 2.291
C -2.676 1.426 -2.716
C 2.751 -0.245 2.019
C 3.795 0.614 1.679
C -3.289 -4.767 1.615
C -1.940 -4.591 1.968
C -3.915 -3.830 0.780
H 5.700 1.530 -0.057
H 2.371 3.578 2.544
H -4.964 -3.962 0.505
H -2.655 4.072 -4.875
H -0.247 4.080 -4.211
H 0.224 0.606 -1.007
H -3.709 -2.008 -0.350
H -1.442 -5.320 2.609
H 2.889 -1.316 1.921
H -3.846 -5.622 1.999
H 6.434 1.458 1.582
H -4.199 2.362 -3.917
H -0.191 -3.316 1.785
H -3.362 0.692 -2.287
H 6.763 0.156 0.393
H 0.489 2.055 3.132
H 0.604 2.389 -2.591
H -0.099 -1.254 0.558
H -2.427 -0.916 -1.429
H 4.450 2.687 1.530
```

Results
- HOMO level (eV) = -5.9
- LUMO level (eV) = -2.6
- total energy (eV) = -27229.5541
- max |F| (hartree/bohr) = 0.0297
- orbital gap (eV) = 3.3
- total charge = 0

No. 6
The following is a DFT calculation (ωB97M-V/def2-TZVPD) of the molecule C2H4N4O at a distorted geometry.

```
11
Properties=species:S:1:pos:R:3
O -1.969 0.345 1.157
N -1.313 -0.907 1.035
N 0.681 -1.655 0.076
N 0.796 1.322 -0.890
N -1.368 1.230 0.380
C -0.239 -0.646 0.354
C -0.238 0.724 -0.091
H 0.464 2.310 -0.773
H 1.694 1.218 -0.395
H 0.234 -2.583 -0.058
H 1.259 -1.358 -0.794
```

Results
- HOMO level (eV) = -9.5
- LUMO level (eV) = 0.6
- total energy (eV) = -10144.0893
- SMILES = Nc1nonc1N
- max |F| (hartree/bohr) = 0.0569
- orbital gap (eV) = 10.1
- total charge = 0

No. 7
The following is a DFT calculation (ωB97M-V/def2-TZVPD) of a cluster of 2 separate species, C6H9N in total.

```
16
Properties=species:S:1:pos:R:3
N 1.558 0.703 -1.822
C -1.561 1.643 0.506
C 0.764 0.883 -0.750
C -0.278 -0.479 1.093
C 0.231 0.068 -1.833
C -1.079 0.471 0.985
C 0.195 -1.781 1.576
H -0.542 -2.252 2.236
H 1.135 -1.678 2.132
H 0.179 -0.997 -1.640
H 2.426 0.186 -1.785
H 0.383 -2.463 0.736
H -1.537 2.539 1.121
H -0.458 0.466 -2.574
H 0.901 1.071 0.295
H -2.318 1.620 -0.275
```

Results
- HOMO level (alpha / beta) (eV) = -7.3 / -7.0
- LUMO level (alpha / beta) (eV) = 0.7 / 0.2
- total energy (eV) = -7851.1397
- max |F| (hartree/bohr) = 0.0129
- orbital gap (alpha / beta) (eV) = 8.0 / 7.1
- total charge = 0

No. 8
The following is a DFT calculation (ωB97M-V/def2-TZVPD) of the molecule C4H9NO.

```
15
Properties=species:S:1:pos:R:3
O -1.863 -0.744 0.685
N -0.034 0.044 -0.447
C 2.156 0.482 0.746
C 1.418 0.140 -0.548
C -2.674 -0.162 -0.329
C -0.541 -0.584 0.522
H 1.764 1.411 1.174
H 3.224 0.619 0.544
H -3.704 -0.390 -0.053
H 2.064 -0.306 1.502
H -2.515 0.919 -0.377
H 1.810 -0.797 -0.968
H 1.633 0.915 -1.292
H -2.433 -0.589 -1.307
H -0.011 -1.077 1.343
```

Results
- HOMO level (eV) = -9.7
- LUMO level (eV) = 1.1
- total energy (eV) = -7830.7974
- SMILES = CC/N=C/OC
- max |F| (hartree/bohr) = 0.0087
- orbital gap (eV) = 10.7
- total charge = 0

No. 9
The following is a DFT calculation (ωB97M-V/def2-TZVPD) of the molecule C4H5ClFNO at a distorted geometry.

```
13
Properties=species:S:1:pos:R:3
Cl -2.855 0.000 0.093
F -0.769 -1.003 -0.770
O 1.623 -0.904 1.081
N 1.094 0.968 -0.142
C -1.110 0.064 -0.132
C 1.931 -0.063 0.265
C 3.294 -0.027 -0.467
C -0.283 1.034 0.252
H 1.471 1.698 -0.726
H 3.924 -0.862 -0.053
H 3.245 -0.151 -1.573
H -0.677 1.859 0.831
H 3.860 0.898 -0.286
```

Results
- HOMO level (eV) = -9.5
- LUMO level (eV) = 0.7
- total energy (eV) = -23005.9809
- SMILES = CC(=O)N/C=C(\F)Cl
- max |F| (hartree/bohr) = 0.0358
- orbital gap (eV) = 10.2
- total charge = 0

No. 10
The following is a DFT calculation (ωB97M-V/def2-TZVPD) of the ion C7H7N2O2S with charge -1 at a distorted geometry.

```
19
Properties=species:S:1:pos:R:3
S -1.057 -1.045 -0.962
O -3.399 -0.791 -0.715
O -3.891 0.670 0.899
N 3.650 -1.737 0.574
N 0.632 -0.653 -0.557
C 0.648 0.607 0.134
C 0.773 1.707 -1.039
C -1.631 0.145 0.214
C -0.726 0.930 0.771
C -3.118 -0.005 0.218
C 2.537 -1.769 0.415
C 1.097 -1.802 0.357
H 0.749 -1.758 1.308
H 1.339 1.228 -1.796
H 0.771 -2.679 -0.188
H 1.292 2.523 -0.505
H -0.891 1.859 1.500
H 1.483 0.711 0.684
H -0.258 1.859 -1.311
```

Results
- HOMO level (eV) = -4.5
- LUMO level (eV) = 3.3
- total energy (eV) = -25282.4623
- SMILES = C[C@H]1C=C(C(=O)[O-])SN1CC#N
- max |F| (hartree/bohr) = 0.1004
- orbital gap (eV) = 7.8
- total charge = -1

No. 11
The following is a DFT calculation (ωB97M-V/def2-TZVPD) of a cluster of 4 separate species, CH10O3 in total at a distorted geometry.

```
14
Properties=species:S:1:pos:R:3
O 1.775 -0.372 1.196
O -2.593 -2.287 5.773
O 3.269 0.100 4.293
C -1.678 1.313 -6.356
H 2.522 0.570 3.861
H -2.735 1.580 -6.296
H -1.607 0.363 -6.870
H -2.831 -1.822 4.943
H 1.981 0.358 0.607
H -2.281 -3.132 5.414
H 2.507 -0.374 1.832
H 4.139 0.293 3.896
H -1.084 1.982 -6.977
H -1.386 1.428 -5.316
```

Results
- HOMO level (alpha / beta) (eV) = -14.0 / -14.0
- LUMO level (alpha / beta) (eV) = -3.5 / -12.3
- 2S+1 = 2
- total energy (eV) = -7329.2099
- expectation value of S² = 0.757
- max |F| (hartree/bohr) = 0.0195
- orbital gap (alpha / beta) (eV) = 10.5 / 1.7
- total charge = +1

No. 12
The following is a DFT calculation (ωB97M-V/def2-TZVPD) of the molecule C3H6O2 at a distorted geometry.

```
11
Properties=species:S:1:pos:R:3
O -0.715 -1.003 -0.162
O -1.826 0.887 0.260
C 0.430 -0.472 0.517
C -1.785 -0.216 -0.231
C 1.212 0.500 -0.304
H 1.039 -1.314 0.760
H 0.038 0.006 1.433
H 2.047 0.892 0.280
H 0.614 1.363 -0.573
H -2.619 -0.717 -0.722
H 1.566 0.076 -1.259
```

Results
- HOMO level (eV) = -10.7
- LUMO level (eV) = 1.0
- total energy (eV) = -7303.1372
- SMILES = CCOC=O
- max |F| (hartree/bohr) = 0.0281
- orbital gap (eV) = 11.7
- total charge = 0